[1]
Computed, not measured: C41H48F3N5PPb as an isolated structure, with wB97M-V/def2-TZVPD.

Element x y z (Å)
C -5.347 -0.816 0.200
H -2.571 -0.859 3.703
C 1.706 6.452 1.790
C -0.111 5.987 3.311
H -0.115 0.350 -6.307
C -0.473 -3.322 -0.607
C 4.074 1.303 -1.218
C -1.505 -1.026 3.545
C -0.325 -4.849 -0.754
C 1.281 8.011 3.727
H 2.184 0.551 -1.986
H 1.647 2.098 -6.611
C -3.495 -0.695 -1.372
H 4.610 1.646 0.869
H 1.331 2.953 -2.415
H -1.643 -1.591 1.476
C -3.631 0.816 0.405
H 1.452 -1.986 -2.441
N -1.868 -0.294 -2.804
P 0.925 -1.019 0.175
H 3.494 -0.716 1.910
H -1.922 -0.639 -4.828
H -7.025 -0.931 1.542
H -1.529 0.153 1.727
H 1.795 -5.349 -0.766
H -4.685 -2.947 -2.347
C -6.508 -1.383 0.704
F 2.322 8.676 3.231
H -7.883 -2.999 0.507
C 0.928 -2.710 -0.452
C -6.330 -3.111 -0.978
H 0.751 0.148 2.172
C 3.620 -0.904 0.843
C -1.156 -0.814 2.073
C 1.606 2.678 -4.542
C 1.344 -4.152 -2.497
H 1.459 -3.252 0.342
C 1.386 5.320 1.061
H 3.595 2.284 -1.141
N -2.956 0.334 -0.620
N 0.136 1.438 -3.153
H 4.676 1.309 -2.127
C 1.043 -1.919 2.808
C 1.699 -2.829 -1.785
C 0.237 0.941 -5.471
H -0.979 -0.276 4.142
H 2.327 3.477 -4.640
H 1.381 -1.417 3.717
C -4.680 -1.372 -0.892
C 5.007 -0.414 0.387
H 2.289 0.795 0.582
C 2.511 -0.147 0.061
H 1.961 5.061 0.181
C 1.051 2.398 -3.304
H 2.533 7.079 1.490
H 5.981 1.420 -0.192
H -1.124 -3.099 0.236
C -1.117 -2.448 3.998
C -0.435 4.856 2.590
C 1.214 1.920 -5.634
H 5.355 -1.002 -0.466
H 0.859 -6.194 -1.973
C -0.295 0.744 -4.215
C 4.973 1.066 0.015
C 0.976 -5.230 -1.482
F 0.235 8.839 3.759
C 0.958 6.779 2.909
C -5.190 -2.531 -1.487
C -0.324 2.386 0.030
H 0.502 -3.998 -3.176
H 1.938 -2.339 2.347
H 0.569 -3.784 3.762
C -0.028 3.362 0.687
C 0.372 -0.843 1.902
C -6.988 -2.536 0.115
C 2.999 0.210 -1.346
N -2.953 -1.041 -2.508
H -1.269 4.237 2.895
H -0.312 -3.518 2.278
H -0.844 -2.422 5.052
C -1.425 -0.164 -3.986
H 5.718 -0.588 1.194
H 2.189 -4.463 -3.109
H -5.299 0.797 1.531
C 0.311 4.521 1.456
H 3.546 -1.985 0.690
H -1.976 -3.115 3.917
H 3.422 -0.672 -1.827
H -0.685 6.257 4.188
N -4.789 0.332 0.790
H -1.187 -5.231 -1.301
H -6.725 -4.013 -1.426
H -0.940 -2.893 -1.502
C 0.053 -3.020 3.182
H 2.772 -2.789 -1.589
F 1.567 7.668 4.987
H -0.347 -5.313 0.234
H -3.230 1.662 0.953
Pb -0.651 0.652 -1.105

Computed properties:
**Lowest unoccupied orbital energy**: -9.5 eV
**F_max**: 0.5 eV Å⁻¹
**E_tot**: -73410.078 eV
**Relative energy (zero: lowest compared OMol25 entry of this formula, charge and spin)**: 0.0 kcal per mole
**Total charge**: +3

[2]
Computed, not measured: C5H10Br as an isolated structure at a distorted geometry, with wB97M-V/def2-TZVPD.

Element x y z (Å)
H -0.759 1.754 -1.105
H -1.967 -1.120 1.076
H 0.923 2.134 -0.631
C -1.641 -1.476 0.104
C 0.174 0.212 0.037
C 0.246 1.343 -0.965
H -2.226 -2.277 -0.337
H -0.444 0.674 1.069
H -0.200 -1.348 -1.453
C -0.590 -0.938 -0.511
H 2.047 -0.825 -0.249
Br -1.205 1.553 2.147
H 2.162 0.556 0.846
H 1.367 -0.952 1.374
H 0.595 0.980 -1.934
C 1.518 -0.269 0.531

Computed properties:
**Lowest unoccupied orbital energy (spin up / spin down)**: 0.9 / -2.1 eV
**2S+1**: 2
**F_max**: 1.7 eV Å⁻¹
**E_tot**: -75387.540 eV
**Relative energy (zero: lowest compared OMol25 entry of this formula, charge and spin)**: 10.0 kcal per mole

[3]
Computed, not measured: a 2-piece molecular cluster, C6H13ClNO overall at a distorted geometry, with wB97M-V/def2-TZVPD.

Element x y z (Å)
C 1.340 0.808 2.898
H -0.946 1.082 0.391
H 0.895 0.447 -2.897
H -1.116 -1.910 -0.331
C 0.551 0.632 -1.881
H 1.668 -2.871 -0.898
H 1.122 -0.226 -1.290
C -1.280 0.191 -0.128
H 0.756 1.675 -1.395
H -1.496 1.187 -2.096
O 0.791 -2.486 -0.797
N -0.631 -1.171 0.170
C 0.520 0.179 3.775
H 1.382 0.652 1.716
C 0.749 -1.356 -0.131
H -0.511 -1.142 1.247
C -0.975 0.401 -1.688
H 0.357 0.455 4.795
H 2.001 1.603 3.180
H -2.462 0.052 -0.011
H -1.317 -0.335 -2.309
Cl -0.466 -1.068 3.230

Computed properties:
**Lowest unoccupied orbital energy**: -3.8 eV
**F_max**: 4.7 eV Å⁻¹
**E_tot**: -22481.319 eV
**Relative energy (zero: lowest compared OMol25 entry of this formula, charge and spin)**: 79.5 kcal per mole
**Total charge**: +1

[4]
Computed, not measured: one molecule with the formula C18H26ClN3O3, with wB97M-V/def2-TZVPD.

Element x y z (Å)
C 0.535 0.039 -0.059
O -6.591 -1.791 -0.347
H -6.140 -2.027 1.652
C 4.296 0.815 0.003
C -5.874 -1.382 0.799
H 5.601 2.306 0.874
H -6.023 0.682 -0.925
C 4.856 -0.455 0.057
C 2.922 1.018 -0.047
C 2.024 -0.047 -0.035
C -5.623 0.998 0.040
H -4.156 0.612 -2.060
H 0.691 2.040 -0.324
C -1.380 1.601 -0.271
H -2.030 -0.242 -1.141
H -1.545 1.884 1.870
H 5.628 2.256 -0.896
H -5.166 -3.120 -1.044
C -3.517 1.669 1.020
H 6.801 0.093 0.333
H -1.453 2.674 -0.486
O -0.154 -0.956 0.085
H 3.805 3.756 -0.950
H -3.628 2.757 0.834
N 0.037 1.277 -0.263
H -7.301 0.188 1.109
C 4.989 2.150 -0.017
C -6.216 0.072 1.104
H -3.733 2.269 -1.563
H 6.510 -1.594 0.273
H -5.835 0.323 2.093
H -4.793 -1.466 0.620
C -3.618 1.196 -1.310
H -1.928 0.249 1.295
H -6.832 -3.285 -1.666
H -1.724 1.037 -2.332
H -5.953 2.036 0.225
C -2.140 0.822 -1.346
H 1.902 -2.163 0.046
C -2.036 1.312 1.081
C -6.231 -3.073 -0.784
Cl 4.573 -3.144 0.146
H 3.748 3.759 0.827
H -3.982 1.446 1.982
N -4.177 0.892 -0.008
C 3.795 3.120 -0.060
C 3.944 -1.526 0.067
H -6.436 -3.829 -0.014
O 2.596 2.341 -0.097
C 2.585 -1.327 0.026
N 6.207 -0.662 0.036

Computed properties:
**Lowest unoccupied orbital energy**: 0.5 eV
**F_max**: 0.7 eV Å⁻¹
**E_tot**: -42223.927 eV
**Relative energy (zero: lowest compared OMol25 entry of this formula, charge and spin)**: 37.3 kcal per mole